DFT (the ωB97M-V functional and the def2-TZVPD basis) results for C24H25N3O5S in the gas phase.

Geometry as XYZ:
```
58
Properties=species:S:1:pos:R:3:nbo_charge:R:1
O -1.211 -4.738 0.248 -0.601
C -1.776 -3.730 -0.131 0.687
C -3.273 -3.619 -0.321 -0.504
C -3.924 -2.674 0.696 -0.215
N -3.625 -1.280 0.455 -0.487
C -2.941 -0.475 1.360 0.697
O -2.459 -0.861 2.394 -0.548
C -2.961 0.884 0.772 -0.123
C -2.451 2.073 1.244 -0.167
C -2.597 3.202 0.443 -0.204
C -3.235 3.131 -0.786 -0.198
C -3.764 1.932 -1.254 -0.186
C -3.622 0.817 -0.457 -0.039
C -4.070 -0.580 -0.662 0.671
O -4.699 -1.065 -1.567 -0.555
N -1.083 -2.602 -0.425 -0.638
C 0.278 -2.536 -0.300 0.061
S 1.193 -3.915 0.187 0.527
C 2.637 -2.977 0.017 -0.225
C 2.417 -1.697 -0.382 -0.053
C 1.034 -1.405 -0.566 -0.215
C 0.376 -0.152 -0.933 0.671
O -0.854 -0.045 -1.007 -0.708
N 1.189 0.889 -1.188 -0.603
C 0.725 2.230 -1.428 -0.241
C 1.339 3.181 -0.394 0.091
C 0.992 2.801 1.062 -0.442
C 2.337 2.405 1.675 -0.430
C 3.322 3.149 0.774 -0.065
O 2.755 3.102 -0.517 -0.540
C 3.714 -0.951 -0.495 -0.432
C 4.773 -2.074 -0.389 -0.377
C 4.073 -3.290 0.254 -0.425
H -3.494 -3.264 -1.329 0.246
H -3.699 -4.614 -0.194 0.243
H -5.010 -2.803 0.644 0.219
H -3.580 -2.901 1.709 0.242
H -1.959 2.121 2.203 0.232
H -2.203 4.149 0.782 0.218
H -3.324 4.022 -1.389 0.220
H -4.265 1.870 -2.207 0.233
H -1.496 -1.714 -0.729 0.458
H 2.184 0.795 -1.071 0.412
H -0.365 2.232 -1.359 0.240
H 1.030 2.552 -2.430 0.203
H 1.012 4.207 -0.620 0.176
H 0.566 3.657 1.584 0.210
H 0.275 1.984 1.089 0.228
H 2.488 1.328 1.595 0.206
H 2.430 2.695 2.718 0.219
H 3.429 4.194 1.103 0.161
H 4.311 2.692 0.719 0.193
H 3.824 -0.238 0.327 0.205
H 3.822 -0.410 -1.437 0.212
H 5.109 -2.343 -1.391 0.207
H 5.642 -1.756 0.183 0.210
H 4.281 -3.353 1.325 0.208
H 4.381 -4.232 -0.201 0.217
```

Summary:
2S+1   1
Gap between HOMO and LUMO   7.46 eV
F_max   0.78 eV Å⁻¹
Relative energy (zero: lowest compared OMol25 entry of this formula, charge and spin)   0.0 kcal per mole
LUMO level   -0.33 eV
HOMO   -7.795 eV